Entry 1:
Density functional theory data (ωB97M-V/def2-TZVPD) for a cluster of 4 separate species, C39H85IO9P in total at a distorted geometry.

Positions of all 135 atoms, in Å:
C  2.953  4.050  0.144
C  3.677  2.788  -0.350
C  3.044  1.481  0.111
C  1.606  1.274  -0.354
P  1.441  0.471  -2.089
C  0.210  1.824  -2.613
C  -1.122  1.817  -1.873
C  -1.870  3.143  -2.068
C  -3.303  3.104  -1.542
C  -3.372  3.450  -0.044
C  -3.167  2.191  0.829
C  -4.016  2.204  2.106
C  -3.625  1.002  2.976
C  -2.312  1.292  3.738
C  -2.180  0.390  4.988
O  -0.991  -0.374  4.990
C  -1.019  -1.399  4.030
C  1.461  -0.224  -3.969
C  2.220  0.627  -4.886
O  3.440  0.802  -4.913
I  1.077  1.728  -6.485
O  2.552  -0.815  -1.715
C  1.947  -2.046  -1.521
C  0.473  -1.812  -1.143
C  0.271  -1.955  0.385
C  1.443  -1.548  1.292
C  2.284  -2.726  1.827
C  3.749  -2.371  1.909
O  4.381  -2.724  0.689
C  5.670  -2.168  0.595
C  -0.464  -2.874  -1.825
O  -1.405  -2.319  -2.713
C  -2.569  -1.839  -2.074
C  -3.536  -2.925  -1.661
O  0.138  -0.569  -1.642
H  2.418  4.515  -0.677
H  3.611  4.757  0.632
H  2.180  3.762  0.851
H  3.808  2.805  -1.425
H  4.689  2.809  0.056
H  3.043  1.515  1.206
H  3.697  0.657  -0.166
H  1.058  0.678  0.368
H  1.113  2.241  -0.332
H  2.555  1.302  -2.479
H  0.658  2.804  -2.457
H  -0.044  1.792  -3.669
H  -0.973  1.705  -0.801
H  -1.760  1.003  -2.201
H  -1.897  3.316  -3.142
H  -1.286  3.937  -1.614
H  -3.780  2.152  -1.752
H  -3.865  3.870  -2.077
H  -2.573  4.148  0.179
H  -4.308  3.947  0.198
H  -2.117  2.086  1.071
H  -3.497  1.349  0.230
H  -3.792  3.134  2.622
H  -5.052  2.160  1.784
H  -4.409  0.714  3.666
H  -3.392  0.188  2.295
H  -2.340  2.333  4.044
H  -1.459  1.142  3.092
H  -2.168  1.025  5.865
H  -3.035  -0.282  5.037
H  -0.269  -2.129  4.310
H  -0.767  -1.040  3.031
H  -1.996  -1.879  3.969
H  1.954  -1.189  -4.047
H  0.452  -0.380  -4.337
H  2.503  -2.715  -0.875
H  1.926  -2.574  -2.492
H  0.025  -2.982  0.642
H  -0.611  -1.370  0.650
H  2.094  -0.815  0.841
H  1.014  -1.068  2.170
H  1.957  -3.016  2.821
H  2.150  -3.583  1.173
H  4.237  -2.927  2.716
H  3.869  -1.299  2.060
H  5.647  -1.108  0.346
H  6.173  -2.285  1.559
H  6.229  -2.721  -0.147
H  -0.975  -3.481  -1.079
H  0.133  -3.557  -2.422
H  -3.053  -1.188  -2.795
H  -2.275  -1.209  -1.234
H  -4.381  -2.457  -1.162
H  -3.090  -3.592  -0.930
H  -3.895  -3.502  -2.505
C  -3.953  8.332  -4.635
C  -2.562  7.954  -4.148
O  -2.396  6.575  -3.907
C  -2.572  5.724  -5.026
C  -1.599  5.985  -6.162
H  -4.712  7.942  -3.955
H  -4.051  9.417  -4.688
H  -4.158  7.930  -5.628
H  -2.370  8.441  -3.192
H  -1.799  8.318  -4.847
H  -3.608  5.776  -5.386
H  -2.423  4.715  -4.649
H  -1.772  6.958  -6.627
H  -1.710  5.223  -6.933
H  -0.571  5.967  -5.799
C  -7.472  -3.179  2.793
C  -6.036  -2.947  3.232
O  -5.828  -1.705  3.877
C  -6.549  -1.495  5.074
C  -6.224  -2.495  6.172
H  -7.826  -2.342  2.190
H  -7.540  -4.092  2.201
H  -8.146  -3.284  3.645
H  -5.389  -2.928  2.355
H  -5.687  -3.772  3.864
H  -7.627  -1.475  4.876
H  -6.273  -0.493  5.405
H  -6.560  -3.502  5.917
H  -6.717  -2.206  7.101
H  -5.148  -2.536  6.343
C  10.553  -4.688  0.464
C  9.992  -5.521  1.605
O  8.691  -5.142  2.004
C  7.684  -5.254  1.012
C  7.479  -6.671  0.504
H  10.492  -3.626  0.702
H  11.596  -4.951  0.284
H  10.005  -4.851  -0.466
H  10.616  -5.388  2.489
H  10.023  -6.588  1.354
H  7.888  -4.570  0.182
H  6.765  -4.908  1.483
H  8.344  -7.036  -0.052
H  6.617  -6.708  -0.162
H  7.308  -7.354  1.338

The calculated total energy is -2853.0845 a.u. The maximum force comes out at 0.0802 hartree/bohr. The orbital gap comes out at 6.92 eV. For the HOMO energy, the calculation gives -0.1753 Ha. The value obtained for the LUMO energy is 2.1 eV. The net charge is -1.

Atomic partial charges in e from the Löwdin method, atoms 1 to 99:
1 C -0.1101
2 C -0.2670
3 C -0.2756
4 C -0.2520
5 P 0.6567
6 C -0.2631
7 C -0.2507
8 C -0.2065
9 C -0.2040
10 C -0.1922
11 C -0.2124
12 C -0.2097
13 C -0.2003
14 C -0.1576
15 C -0.2188
16 O -0.1794
17 C -0.1077
18 C -0.2520
19 C -0.7907
20 O -0.0511
21 I 0.5586
22 O -0.2703
23 C -0.2020
24 C -0.4494
25 C -0.1036
26 C -0.1851
27 C -0.1587
28 C -0.2370
29 O -0.1944
30 C -0.1114
31 C -0.1279
32 O -0.1287
33 C -0.2768
34 C -0.0742
35 O -0.2115
36 H 0.0615
37 H 0.0552
38 H 0.0596
39 H 0.0887
40 H 0.0912
41 H 0.1018
42 H 0.0853
43 H 0.0556
44 H 0.0608
45 H 0.0449
46 H 0.0824
47 H 0.0233
48 H 0.0825
49 H 0.0962
50 H 0.0860
51 H 0.1118
52 H 0.1016
53 H 0.0947
54 H 0.1044
55 H 0.0981
56 H 0.1013
57 H 0.1036
58 H 0.1038
59 H 0.1072
60 H 0.0889
61 H 0.1078
62 H 0.1034
63 H 0.1038
64 H 0.1149
65 H 0.0997
66 H 0.0864
67 H 0.0582
68 H 0.0905
69 H 0.0842
70 H 0.0615
71 H 0.1085
72 H 0.1046
73 H 0.1067
74 H 0.1087
75 H 0.0731
76 H 0.0870
77 H 0.1011
78 H 0.1105
79 H 0.1171
80 H 0.1219
81 H 0.0865
82 H 0.0832
83 H 0.0761
84 H 0.0985
85 H 0.1224
86 H 0.1179
87 H 0.1077
88 H 0.0684
89 H 0.0596
90 H 0.0728
91 C -0.0847
92 C -0.2896
93 O -0.1572
94 C -0.2751
95 C -0.0740
96 H 0.0795
97 H 0.0718
98 H 0.0635
99 H 0.1165

Entry 2:
Density functional theory data (ωB97M-V/def2-TZVPD) for a structure of composition C30H43BrMnN2P2 at a distorted geometry.

Positions of all 79 atoms, in Å:
C  -1.466  6.021  -5.141
C  -1.830  4.766  -5.669
C  -1.950  4.660  -7.072
C  -1.568  5.756  -7.869
N  -1.157  6.911  -7.346
C  -1.124  7.062  -6.019
C  -1.877  3.566  -4.853
C  -1.246  3.064  -3.834
C  -0.186  2.397  -3.155
C  0.810  2.800  -2.205
C  1.608  1.873  -1.586
C  1.293  0.408  -1.657
C  0.518  0.097  -2.892
C  -0.144  1.050  -3.565
Mn  -2.532  1.651  -4.630
P  2.713  -0.792  -1.620
H  -2.207  3.725  -7.560
H  -1.343  6.174  -4.065
H  -1.593  5.681  -8.956
H  -0.807  8.036  -5.633
H  -0.631  0.822  -4.537
H  0.944  3.862  -1.998
H  0.399  -0.950  -3.194
H  2.373  2.162  -0.865
C  2.176  -2.232  -0.658
C  2.900  -3.549  -0.917
H  1.098  -2.354  -0.841
H  2.288  -1.946  0.399
H  2.542  -4.304  -0.205
H  2.706  -3.938  -1.924
H  3.983  -3.451  -0.775
C  3.129  -1.297  -3.300
C  3.415  -0.150  -4.268
H  2.275  -1.900  -3.643
H  3.999  -1.966  -3.234
H  3.520  -0.578  -5.271
H  2.605  0.587  -4.306
H  4.353  0.366  -4.025
C  4.136  0.004  -0.875
C  5.363  -0.910  -0.770
H  3.811  0.373  0.113
H  4.340  0.882  -1.510
H  6.232  -0.309  -0.476
H  5.225  -1.691  -0.011
H  5.609  -1.398  -1.726
Br  0.146  0.109  -0.040
P  -2.780  -2.166  -3.758
C  -1.086  -2.921  -3.669
C  -1.025  -4.419  -3.983
H  -0.715  -2.755  -2.645
H  -0.441  -2.373  -4.373
H  0.031  -4.711  -4.078
H  -1.469  -5.009  -3.171
H  -1.532  -4.659  -4.926
C  -3.080  -1.719  -2.004
C  -4.061  -2.712  -1.384
H  -3.456  -0.694  -1.907
H  -2.111  -1.730  -1.490
H  -4.068  -2.644  -0.294
H  -5.081  -2.518  -1.733
H  -3.804  -3.741  -1.655
C  -2.621  -0.737  -4.855
C  -3.288  -1.050  -6.200
H  -1.556  -0.548  -5.018
H  -3.188  0.057  -4.264
H  -3.615  -0.125  -6.693
H  -2.608  -1.571  -6.891
H  -4.166  -1.689  -6.040
C  -3.979  2.110  1.886
C  -3.923  2.811  0.679
C  -3.684  2.109  -0.508
N  -3.516  0.791  -0.515
C  -3.552  0.107  0.630
C  -3.793  0.724  1.866
H  -4.175  2.623  2.822
H  -4.066  3.884  0.616
H  -3.620  2.632  -1.472
H  -3.378  -0.972  0.564
H  -3.842  0.095  2.748

The calculated total energy is -5685.4241 a.u. The maximum force comes out at 0.0531 hartree/bohr. Its spin multiplicity is 6. The orbital gap (spin up / spin down) comes out at 7.22 / 5.66 eV. For the HOMO energy (spin up / spin down), the calculation gives -0.4837 / -0.4878 Ha. The value obtained for the LUMO energy (spin up / spin down) is -5.9 / -7.6 eV. For the energy relative to the best compared isomer or geometry (same formula, charge and spin), the calculation gives 199.57 kJ/mol. The net charge is +2. Its expectation value of S² is 8.99.

Population analysis type Löwdin, resulting atomic charges in e:
1 C -0.0034
2 C -0.2386
3 C -0.0130
4 C -0.1108
5 N 0.0740
6 C -0.1074
7 C -0.0914
8 C -0.0469
9 C -0.1826
10 C 0.0071
11 C -0.1245
12 C -0.7875
13 C -0.1441
14 C -0.1013
15 Mn 0.8979
16 P 0.9892
17 H 0.1036
18 H 0.1179
19 H 0.1174
20 H 0.1203
21 H 0.0865
22 H 0.1371
23 H 0.0795
24 H 0.1147
25 C -0.3581
26 C -0.1087
27 H 0.0568
28 H 0.0941
29 H 0.0961
30 H 0.0798
31 H 0.0697
32 C -0.3130
33 C -0.0934
34 H 0.0924
35 H 0.1053
36 H 0.0950
37 H 0.0675
38 H 0.0887
39 C -0.3160
40 C -0.1031
41 H 0.1137
42 H 0.1016
43 H 0.0949
44 H 0.0808
45 H 0.0792
46 Br 0.8444
47 P 1.0228
48 C -0.4310
49 C -0.1444
50 H 0.0506
51 H 0.0617
52 H 0.0706
53 H 0.0781
54 H 0.0754
55 C -0.4466
56 C -0.1517
57 H 0.0326
58 H 0.0437
59 H 0.0588
60 H 0.0845
61 H 0.0660
62 C -0.5086
63 C -0.1362
64 H 0.0453
65 H 0.0451
66 H 0.0700
67 H 0.0961
68 H 0.0740
69 C -0.0462
70 C -0.0501
71 C -0.1499
72 N 0.0099
73 C -0.1593
74 C -0.0381
75 H 0.1161
76 H 0.1075
77 H 0.0930
78 H 0.0871
79 H 0.1119

> net charge of number 2 (C30H43BrMnN2P2)?

+2

> Which of these has the highest net charge?

C30H43BrMnN2P2